Record 1
C37H41AlCl2Ge2N2O5S2 | ωB97M-V/def2-TZVPD

Structure (XYZ):
```
92
C37H41AlCl2Ge2N2O5S2 (ωB97M-V/def2-TZVPD)
Al 0.67 -0.03 1.05
C -4.81 -4.67 -2.50
C -3.74 -4.11 -1.61
C -3.83 -2.81 -1.12
C -2.82 -2.27 -0.34
C -1.71 -3.05 -0.04
C -1.60 -4.36 -0.50
C -2.62 -4.88 -1.28
S -0.40 -2.41 0.92
O 0.05 -3.43 1.82
O 0.64 -1.79 0.03
N -0.85 -1.03 1.56
C -1.49 -0.67 2.74
C -2.38 -1.38 3.50
C -2.94 -0.78 4.65
C -2.62 0.50 5.03
C -1.69 1.24 4.27
C -1.27 2.56 4.57
C -0.35 3.18 3.77
C 0.18 2.50 2.67
N -0.19 1.28 2.35
C -1.13 0.65 3.13
H -5.75 -4.13 -2.38
H -4.99 -5.72 -2.29
H -4.51 -4.59 -3.55
H -4.69 -2.20 -1.37
H -2.88 -1.26 0.04
H -0.75 -4.97 -0.23
H -2.54 -5.90 -1.64
H -2.66 -2.39 3.23
H -3.65 -1.35 5.24
H -3.06 0.94 5.91
H -1.68 3.06 5.44
H -0.01 4.19 3.99
H 0.94 2.95 2.04
Cl 4.10 -1.02 -0.16
C 4.32 0.13 1.18
Cl 4.09 1.81 0.63
C 3.35 -0.16 2.33
O 3.78 -0.27 3.44
O 2.09 -0.24 1.99
H 5.34 0.04 1.53
C -4.22 3.06 1.92
Ge -4.79 1.79 0.55
C -5.28 0.07 1.33
C -6.33 2.53 -0.41
Ge -2.93 1.49 -1.01
C -2.15 3.19 -1.57
C -1.58 4.05 -0.62
C -1.04 5.27 -1.00
C -1.06 5.66 -2.34
C -1.62 4.81 -3.29
C -2.15 3.59 -2.91
C -3.38 0.50 -2.64
C -4.53 0.81 -3.36
C -4.86 0.12 -4.52
C -4.04 -0.90 -4.98
C -2.89 -1.23 -4.27
C -2.56 -0.53 -3.11
H -5.00 3.17 2.67
H -4.01 4.03 1.49
H -3.32 2.70 2.43
H -6.13 0.21 2.00
H -4.45 -0.35 1.91
H -5.57 -0.64 0.56
H -7.11 2.78 0.31
H -6.75 1.80 -1.11
H -6.07 3.43 -0.96
H -1.58 3.77 0.43
H -0.61 5.93 -0.26
H -0.65 6.61 -2.63
H -1.65 5.12 -4.33
H -2.59 2.94 -3.66
H -5.19 1.60 -3.02
H -5.76 0.37 -5.06
H -4.29 -1.44 -5.88
H -2.24 -2.03 -4.62
H -1.68 -0.82 -2.56
O 0.89 1.05 -0.35
S 0.48 1.14 -1.84
C 1.26 2.70 -2.34
C 2.29 2.36 -3.41
C 2.87 1.00 -3.04
C 1.66 0.12 -2.73
H 1.72 3.05 -1.42
H 0.48 3.39 -2.65
H 3.06 3.13 -3.45
H 1.81 2.32 -4.39
H 3.49 1.08 -2.15
H 3.47 0.56 -3.83
H 1.84 -0.77 -2.12
H 1.13 -0.18 -3.64
```

Net charge   +1
Multiplicity   2
HOMO-LUMO gap (alpha / beta)   6.6 / 7.7 eV
Expectation value of S²   0.754
Energy above the lowest of the compared OMol25 structures with the same formula, charge and spin   0.345 eV
Total energy   -218596.369 eV
E_HOMO (alpha / beta)   -9.614 / -11.201 eV
LUMO energy (alpha / beta)   -3.01 / -3.50 eV

---

Record 2
C37H41AlF3N6O11 | ωB97M-V/def2-TZVPD

Structure (XYZ):
```
99
C37H41AlF3N6O11 (ωB97M-V/def2-TZVPD)
C -6.73 -6.86 -6.06
C -5.43 -7.43 -5.47
C -4.20 -7.17 -6.38
Al -3.09 -5.53 -5.92
C -3.80 -4.00 -7.06
N -2.93 -2.83 -7.29
C -1.66 -3.14 -7.92
C -3.28 -5.19 -3.90
O -2.30 -4.29 -3.25
C -2.30 -3.01 -3.56
F -2.03 -2.27 -2.43
F -1.34 -2.66 -4.44
F -3.47 -2.54 -4.03
H -6.67 -5.77 -6.16
H -6.91 -7.27 -7.06
H -7.60 -7.09 -5.43
H -5.29 -6.98 -4.48
H -5.57 -8.51 -5.28
H -3.54 -8.05 -6.36
H -4.55 -7.05 -7.42
H -1.53 -5.82 -6.24
H -4.10 -4.45 -8.04
H -4.74 -3.62 -6.62
H -3.41 -2.12 -7.83
H -0.88 -3.34 -7.17
H -1.72 -4.04 -8.56
H -1.33 -2.30 -8.54
H -4.28 -4.87 -3.57
H -3.09 -6.14 -3.39
C -0.53 -11.14 0.19
C -0.31 -11.24 -1.17
C -1.14 -10.58 -2.07
C -2.18 -9.82 -1.57
C -2.42 -9.70 -0.22
C -1.59 -10.37 0.67
N -3.06 -9.12 -2.53
O -2.83 -9.26 -3.70
O -3.94 -8.43 -2.06
H 0.12 -11.65 0.89
H 0.51 -11.84 -1.55
H -0.97 -10.65 -3.14
H -3.24 -9.09 0.13
H -1.76 -10.28 1.73
C -2.17 0.48 -1.04
C -1.29 -0.21 -0.21
C -0.93 0.32 1.01
C -1.46 1.55 1.38
C -2.33 2.26 0.57
C -2.68 1.71 -0.65
N -1.09 2.11 2.69
O -0.31 1.50 3.38
O -1.59 3.18 3.01
H -2.46 0.05 -1.99
H -0.90 -1.17 -0.52
H -0.25 -0.20 1.67
H -2.72 3.21 0.89
H -3.36 2.24 -1.30
C -0.60 5.98 6.29
C -0.49 7.35 6.50
C -0.24 8.19 5.43
C -0.10 7.64 4.17
C -0.21 6.28 3.94
C -0.46 5.44 5.01
N 0.21 8.53 3.03
O 0.32 9.72 3.26
O 0.33 8.03 1.94
H -0.79 5.32 7.13
H -0.60 7.76 7.49
H -0.14 9.26 5.57
H -0.10 5.88 2.94
H -0.55 4.38 4.85
C 3.79 7.87 4.82
C 5.06 8.21 5.25
C 5.70 7.45 6.23
C 5.02 6.37 6.75
C 3.75 6.01 6.35
C 3.13 6.78 5.37
N 5.69 5.55 7.79
O 6.80 5.89 8.14
O 5.09 4.59 8.22
H 3.30 8.46 4.05
H 5.57 9.06 4.82
H 6.69 7.70 6.57
H 3.26 5.15 6.78
H 2.14 6.51 5.03
C 5.25 5.07 2.79
C 4.96 5.62 1.55
C 5.98 5.83 0.63
C 7.27 5.49 0.99
C 7.58 4.95 2.22
C 6.56 4.74 3.13
N 8.36 5.72 0.02
O 8.07 6.22 -1.05
O 9.48 5.39 0.34
H 4.46 4.92 3.51
H 3.95 5.88 1.29
H 5.78 6.25 -0.34
H 8.61 4.69 2.46
H 6.78 4.32 4.10
```

Net charge   -1
HOMO-LUMO gap   4.6 eV
Total energy   -85234.534 eV
E_HOMO   -4.271 eV
LUMO energy   0.30 eV